The following is a DFT calculation (ωB97M-V with the def2-TZVPD basis set) of the molecule C2H4ClF2N in a non-equilibrium geometry.

XYZ file:
```
10
Properties=species:S:1:pos:R:3:forces:R:3:mulliken_charge:R:1
N -0.110266 1.344515 0.566661 -0.14 2.97 1.25 -0.613
C 0.235924 0.246414 -0.335698 -0.66 1.10 -0.62 -0.542
C -0.242668 -1.197791 0.087086 9.26 4.10 -0.87 0.696
F -1.359618 -1.552241 0.270735 -8.34 -2.12 -0.19 -0.157
F 0.366821 -1.408494 1.295646 0.93 -0.65 -0.35 -0.237
Cl 0.635533 -2.024687 -1.352007 -0.70 -1.18 0.82 -0.218
H -1.090834 1.737365 0.792318 1.77 -1.89 -1.10 0.226
H 0.388766 2.236070 0.262412 -0.60 -1.90 0.53 0.241
H 1.453804 0.037730 -0.229312 -3.40 1.18 -0.91 0.299
H -0.277462 0.581120 -1.357841 1.91 -1.61 1.43 0.305
```
Positions in Å, forces in eV/Å.

Calculated values
relative energy (zero: lowest compared OMol25 entry of this formula, charge and spin)	223.95	kJ/mol
SMILES string	NCC(F)(F)Cl